## P
{
  "formula": "C3H8S",
  "method": "ωB97M-V/def2-TZVPD",
  "symbols": ["C", "C", "S", "C", "H", "H", "H", "H", "H", "H", "H", "H"],
  "coordinates": [[0.88620, -0.62598, -0.77015], [0.65328, 0.53471, 0.20838], [-2.23190, -1.72970, -0.34213], [-0.79009, 0.66624, 0.71600], [1.33717, -1.48643, -0.27975], [-0.06912, -0.97656, -1.18426], [1.53706, -0.30887, -1.58107], [1.31198, 0.40744, 1.06626], [0.94802, 1.46981, -0.26592], [-1.39722, 1.24546, 0.01595], [-0.86275, 1.12687, 1.69631], [-1.32263, -0.32298, 0.72038]],
  "lowdin_charge": [-0.14, -0.29, 0.22, -0.13, 0.07, -0.04, 0.07, 0.10, 0.10, 0.08, 0.08, -0.12],
  "homo_lumo_gap_ev": 6.47,
  "charge": 0
}

## Q
{
  "formula": "C3H8S",
  "method": "ωB97M-V/def2-TZVPD",
  "symbols": ["C", "C", "S", "C", "H", "H", "H", "H", "H", "H", "H", "H"],
  "coordinates": [[0.76131, 0.73476, 1.34891], [-0.03024, 0.93461, 0.06444], [0.62324, 0.24372, -1.42415], [-0.57747, -1.36991, -1.37364], [0.90948, -0.31867, 1.61621], [0.15441, 1.17557, 2.04976], [1.70829, 1.25156, 1.22795], [-0.37378, 2.02047, 0.11995], [-0.80253, 0.31199, 0.08722], [-1.32934, -1.55112, -2.11816], [-1.07084, -1.11850, -0.32522], [0.02745, -2.31448, -1.27328]],
  "lowdin_charge": [-0.15, -0.65, 0.75, -0.28, 0.08, 0.04, 0.07, 0.11, -0.06, 0.01, 0.05, 0.03],
  "homo_lumo_gap_ev": 9.70,
  "charge": 0,
  "smiles": "CCSC"
}

## R
{
  "formula": "C3H8S",
  "method": "ωB97M-V/def2-TZVPD",
  "symbols": ["C", "C", "C", "S", "H", "H", "H", "H", "H", "H", "H", "H"],
  "coordinates": [[0.54726, -1.10780, 0.98737], [-0.38143, 0.01760, 0.45269], [0.15186, 0.82585, -0.72884], [-0.99015, 2.11651, -1.19380], [0.07830, -1.71502, 1.75736], [1.49928, -0.74018, 1.38878], [0.79460, -1.79176, 0.16967], [-1.31295, -0.46806, 0.11994], [-0.68314, 0.72088, 1.23515], [0.49696, 0.19266, -1.55338], [1.08737, 1.30179, -0.36665], [-1.28796, 0.64752, -2.26829]],
  "lowdin_charge": [-0.11, -0.36, -0.77, 0.62, 0.06, 0.07, 0.07, 0.09, 0.09, 0.05, 0.07, 0.12],
  "homo_lumo_gap_ev": 8.48,
  "charge": 0
}

Verdict on stability: P comes out at the bottom.

## P
{
  "formula": "C4H6O",
  "method": "ωB97M-V/def2-TZVPD",
  "symbols": ["C", "C", "C", "C", "O", "H", "H", "H", "H", "H", "H"],
  "coordinates": [[2.08108, 0.46973, -0.72400], [0.91066, 0.53285, -0.45023], [-0.51927, 0.39345, -0.13558], [-0.78829, -1.08028, 0.19618], [-0.95945, 1.22910, 0.92763], [3.11967, 0.38424, -0.95497], [-1.09424, 0.68586, -1.02449], [-1.82477, -1.33380, -0.02916], [-0.61015, -1.23730, 1.26313], [-0.11732, -1.73019, -0.36907], [-0.19792, 1.68634, 1.30055]],
  "lowdin_charge": [0.13, -0.10, -0.45, -0.04, -0.04, 0.03, 0.14, 0.08, 0.09, 0.08, 0.09],
  "homo_lumo_gap_ev": 11.07,
  "charge": 0,
  "smiles": "C#C[C@@H](C)O"
}

## Q
{
  "formula": "C4H6O",
  "method": "ωB97M-V/def2-TZVPD",
  "symbols": ["C", "O", "C", "C", "C", "H", "H", "H", "H", "H", "H"],
  "coordinates": [[0.21742, 1.22868, -1.52744], [-0.52144, 0.32153, -0.71229], [-0.04324, 0.08534, 0.51208], [-0.43142, -1.02252, 1.26043], [-1.19033, -1.85644, 1.88067], [0.37136, 2.18686, -1.01744], [-0.37455, 1.39469, -2.42951], [1.18572, 0.79739, -1.80215], [0.75121, -1.16317, 0.93204], [0.68255, 0.80928, 0.88957], [-0.87629, -2.87594, 2.09668]],
  "lowdin_charge": [-0.06, -0.09, -0.19, -0.31, 0.04, 0.09, 0.10, 0.10, 0.19, 0.14, 0.00],
  "homo_lumo_gap_ev": 8.09,
  "charge": 0
}

Verdict on stability: Q comes out at the bottom.

## P
{
  "formula": "C4H6O",
  "method": "ωB97M-V/def2-TZVPD",
  "symbols": ["C", "C", "C", "O", "C", "H", "H", "H", "H", "H", "H"],
  "coordinates": [[-1.36364, -0.49641, -0.21980], [-0.06219, -0.36950, 0.65284], [1.15263, -0.29151, -0.13063], [0.58579, 0.06436, -1.28570], [-0.46637, 0.62691, -0.44694], [-2.22353, -0.31106, 0.41995], [-1.49417, -1.28851, -0.95653], [-0.14677, -0.19894, 1.71872], [2.15659, -0.70667, -0.08610], [1.38570, 1.33241, 0.28724], [0.47596, 1.63892, 0.04694]],
  "lowdin_charge": [-0.03, -0.18, -0.20, -0.06, -0.24, 0.11, 0.11, 0.13, 0.13, 0.11, 0.12],
  "homo_lumo_gap_ev": 10.01,
  "charge": 0
}

## Q
{
  "formula": "C4H6O",
  "method": "ωB97M-V/def2-TZVPD",
  "symbols": ["C", "C", "C", "C", "O", "H", "H", "H", "H", "H", "H"],
  "coordinates": [[1.61122, -0.35158, -0.63533], [0.37224, 0.01007, -0.39007], [-0.71546, -0.80533, 0.19787], [-0.86838, 0.68354, -0.07881], [-0.94431, 1.58056, 0.98070], [1.54762, -1.38507, -0.32244], [2.46329, 0.22242, -1.00768], [-1.22600, -1.52526, -0.44070], [-0.61035, -1.10338, 1.24147], [-1.52698, 0.93799, -0.89992], [-0.10005, 1.54709, 1.44892]],
  "lowdin_charge": [0.06, -0.28, -0.07, -0.32, 0.00, 0.07, 0.06, 0.11, 0.11, 0.15, 0.10],
  "homo_lumo_gap_ev": 10.69,
  "charge": 0,
  "smiles": "C=C1C[C@H]1O"
}

## R
{
  "formula": "C4H6O",
  "method": "ωB97M-V/def2-TZVPD",
  "symbols": ["C", "C", "C", "O", "C", "H", "H", "H", "H", "H", "H"],
  "coordinates": [[0.12071, 0.97296, -0.82511], [0.47134, 0.31976, 0.51428], [-0.67279, -0.60358, 0.96214], [-0.83499, -1.09820, -0.38522], [0.41121, -0.47406, -0.75823], [0.84654, 1.62810, -1.30842], [-0.91638, 1.22169, -1.02224], [1.30810, 0.69180, 1.10353], [-1.56725, -0.16265, 1.42371], [-0.36643, -1.46979, 1.56877], [1.19995, -1.02602, -1.27320]],
  "lowdin_charge": [-0.06, -0.16, -0.15, -0.09, -0.27, 0.11, 0.11, 0.13, 0.11, 0.12, 0.15],
  "homo_lumo_gap_ev": 10.67,
  "charge": 0
}

## S
{
  "formula": "C4H6O",
  "method": "ωB97M-V/def2-TZVPD",
  "symbols": ["C", "C", "O", "C", "C", "H", "H", "H", "H", "H", "H"],
  "coordinates": [[0.93444, 0.73625, 0.04868], [1.30071, -0.52037, 0.02214], [0.31019, -1.42593, -0.08553], [-0.91770, -0.72398, 0.04728], [-0.55028, 0.78397, -0.05125], [1.51899, 1.65250, -0.01215], [2.28473, -1.01329, 0.01960], [-1.57968, -1.04601, -0.71940], [-1.36351, -0.99021, 1.04798], [-1.09385, 1.33668, 0.74394], [-0.84404, 1.21038, -1.06130]],
  "lowdin_charge": [-0.11, -0.18, -0.08, -0.17, -0.17, 0.11, 0.13, 0.10, 0.13, 0.11, 0.12],
  "homo_lumo_gap_ev": 9.51,
  "charge": 0,
  "smiles": "C1=COCC1"
}

Verdict on stability: P comes out at the bottom.

## P
{
  "formula": "C4H6O",
  "method": "ωB97M-V/def2-TZVPD",
  "symbols": ["C", "C", "C", "C", "O", "H", "H", "H", "H", "H", "H"],
  "coordinates": [[1.93055, -0.08307, 0.00422], [0.77846, -0.69896, -0.09968], [-0.44347, 0.12180, -0.08174], [-1.74802, -0.54403, 0.04079], [-0.26632, 1.33103, 0.00856], [1.68260, 1.00333, -0.01767], [2.94466, -0.79264, 0.37538], [0.69867, -1.78318, 0.01013], [-2.43453, -0.07853, -0.67159], [-1.96227, -0.14770, 1.13641], [-1.90373, -1.62402, -0.08271]],
  "lowdin_charge": [0.02, -0.17, -0.50, -0.02, 0.03, 0.08, 0.16, 0.10, 0.09, 0.15, 0.08],
  "homo_lumo_gap_ev": 10.26,
  "charge": 0,
  "smiles": "C=CC(C)=O"
}

## Q
{
  "formula": "C4H6O",
  "method": "ωB97M-V/def2-TZVPD",
  "symbols": ["C", "C", "C", "O", "C", "H", "H", "H", "H", "H", "H"],
  "coordinates": [[-1.08229, -1.02059, 0.13985], [-0.06477, -0.13749, 0.69425], [1.31138, -0.22894, 0.02367], [0.83348, 0.47135, -1.14581], [-0.45555, 0.63594, -0.59698], [-2.04282, -0.63857, 0.54867], [-1.20463, 0.02192, -1.17561], [-0.17320, 0.36756, 1.65479], [1.63787, -1.24412, -0.22001], [2.11531, 0.33473, 0.50997], [-0.83477, 1.65388, -0.47882]],
  "lowdin_charge": [0.09, -0.32, -0.14, -0.08, -0.23, 0.05, 0.12, 0.14, 0.12, 0.12, 0.15],
  "homo_lumo_gap_ev": 9.62,
  "charge": 0
}

## R
{
  "formula": "C4H6O",
  "method": "ωB97M-V/def2-TZVPD",
  "symbols": ["C", "C", "C", "O", "C", "H", "H", "H", "H", "H", "H"],
  "coordinates": [[0.99977, 0.23286, -0.13637], [-0.37589, 0.92196, -0.40522], [-1.03092, -0.32401, 0.22934], [-0.67863, -1.43140, -0.58638], [0.25467, -0.98058, 0.39062], [1.55337, 0.75445, 0.65079], [1.64400, 0.01999, -0.98529], [-0.52466, 1.83965, 0.17040], [-0.61734, 1.11110, -1.45778], [-1.76985, -0.43127, 0.99224], [0.54548, -1.71275, 1.13765]],
  "lowdin_charge": [-0.11, -0.09, -0.24, 0.00, -0.26, 0.11, 0.10, 0.10, 0.11, 0.13, 0.14],
  "homo_lumo_gap_ev": 11.17,
  "charge": 0,
  "smiles": "C1C[C@H]2O[C@@H]12"
}

## S
{
  "formula": "C4H6O",
  "method": "ωB97M-V/def2-TZVPD",
  "symbols": ["C", "C", "C", "C", "O", "H", "H", "H", "H", "H", "H"],
  "coordinates": [[0.75649, -2.21023, -0.35513], [0.35808, -1.13656, 0.04990], [-0.15967, 0.10242, 0.48957], [-0.39000, 0.99118, -0.72165], [0.76031, 0.63054, 1.48443], [0.96320, -3.14982, -0.93576], [-1.11080, -0.06950, 1.02925], [-0.86754, 1.88599, -0.42088], [0.51082, 1.29111, -1.27691], [-0.99103, 0.43165, -1.42126], [0.17015, 1.23323, 2.07843]],
  "lowdin_charge": [0.13, -0.13, -0.47, -0.05, -0.07, 0.06, 0.15, 0.06, 0.10, 0.08, 0.14],
  "homo_lumo_gap_ev": 10.67,
  "charge": 0,
  "smiles": "C#C[C@H](C)O"
}

Verdict on stability: Q comes out at the bottom.